{"formula": "C13H52N6O13", "method": "the ωB97M-V functional and the def2-TZVPD basis", "total_energy_ev": -49879.189, "relative_energy_kj_mol": 268.06, "homo_lumo_gap_ha": 0.3387, "lumo_ev": 0.00, "molar_mass_g_mol": 500.6, "homo_energy_ev": -9.2, "species": ["C", "O", "H", "H", "H", "H", "C", "O", "H", "H", "H", "H", "C", "O", "H", "H", "H", "H", "C", "O", "H", "H", "H", "H", "C", "O", "H", "H", "H", "H", "C", "O", "H", "H", "H", "H", "C", "O", "H", "H", "H", "H", "C", "O", "H", "H", "H", "H", "C", "O", "H", "H", "H", "H", "C", "O", "H", "H", "H", "H", "C", "O", "N", "N", "H", "H", "H", "H", "C", "O", "N", "N", "H", "H", "H", "H", "C", "O", "N", "N", "H", "H", "H", "H"], "coordinates": [[-3.215, 1.393, -2.842], [-3.661, 0.457, -1.878], [-2.253, 1.806, -2.539], [-2.880, 0.935, -3.772], [-4.073, 2.031, -3.052], [-2.998, 0.439, -1.184], [0.222, 0.015, -3.877], [1.185, 0.377, -4.891], [-0.461, 0.858, -3.773], [-0.233, -0.953, -4.086], [0.721, -0.199, -2.931], [0.790, 0.255, -5.757], [0.723, 1.744, 3.219], [0.064, 1.471, 4.429], [1.129, 0.818, 2.812], [0.022, 2.231, 2.541], [1.561, 2.397, 3.467], [0.708, 1.610, 5.128], [-0.072, -3.254, 3.050], [0.388, -1.973, 2.818], [-0.680, -3.502, 3.920], [-0.800, -3.319, 2.241], [0.647, -4.057, 2.887], [-0.339, -1.350, 2.887], [-0.403, 3.617, -1.897], [0.002, 3.910, -0.620], [-1.492, 3.649, -1.867], [-0.233, 4.383, -2.654], [0.002, 2.661, -2.228], [-0.316, 4.808, -0.500], [-3.011, -3.560, -2.838], [-1.965, -3.073, -2.057], [-3.837, -2.849, -2.812], [-2.703, -3.426, -3.875], [-3.295, -4.594, -2.642], [-2.354, -2.633, -1.298], [1.698, -3.249, -2.701], [0.835, -2.795, -1.672], [1.459, -2.705, -3.615], [2.742, -3.003, -2.508], [1.660, -4.308, -2.957], [-0.062, -2.964, -1.970], [4.185, 0.103, 0.062], [2.950, -0.232, -0.523], [4.184, 0.142, 1.151], [4.922, -0.594, -0.338], [4.547, 1.099, -0.192], [2.559, -0.957, -0.030], [-0.296, 0.005, -0.266], [-1.124, 1.125, 0.036], [-0.841, -0.848, -0.668], [0.460, 0.337, -0.978], [0.117, -0.294, 0.698], [-0.529, 1.844, 0.264], [-3.001, 3.199, 0.925], [-4.112, 3.688, 1.626], [-2.505, 4.034, 0.430], [-2.241, 2.898, 1.646], [-3.256, 2.432, 0.194], [-4.481, 2.998, 2.182], [-2.896, -1.577, 1.621], [-2.754, -1.945, 0.492], [-2.540, -0.372, 1.984], [-3.344, -2.274, 2.593], [-3.003, 0.053, 2.774], [-2.119, 0.151, 1.229], [-3.475, -1.823, 3.487], [-3.571, -3.251, 2.482], [3.181, 3.322, 1.014], [4.113, 2.806, 1.571], [2.865, 4.567, 0.973], [2.285, 2.635, 0.359], [3.525, 5.240, 1.335], [1.957, 4.863, 0.644], [2.428, 1.657, 0.153], [1.557, 3.074, -0.186], [3.441, -3.173, 1.398], [4.095, -4.021, 0.889], [2.364, -2.694, 0.909], [3.796, -2.463, 2.411], [1.835, -3.165, 0.189], [1.774, -2.322, 1.639], [4.628, -2.562, 2.975], [3.099, -1.809, 2.738]], "lowdin_charge": [-0.154, -0.114, 0.038, 0.066, 0.088, 0.028, -0.133, -0.119, 0.057, 0.080, 0.056, 0.069, -0.160, -0.122, 0.067, 0.063, 0.087, 0.076, -0.161, -0.138, 0.082, 0.070, 0.093, 0.066, -0.159, -0.139, 0.072, 0.096, 0.085, 0.106, -0.150, -0.137, 0.085, 0.078, 0.082, 0.030, -0.137, -0.142, 0.064, 0.086, 0.080, 0.031, -0.169, -0.146, 0.073, 0.086, 0.069, 0.024, -0.102, -0.175, 0.074, 0.065, 0.075, 0.047, -0.169, -0.098, 0.070, 0.069, 0.074, 0.075, -0.802, 0.067, 0.196, 0.191, 0.124, 0.062, 0.124, 0.136, -0.807, 0.045, 0.176, 0.187, 0.123, 0.099, 0.072, 0.060, -0.838, 0.075, 0.166, 0.184, 0.109, 0.060, 0.129, 0.103]}

***

{"formula": "C3H2N2O3", "method": "the ωB97M-V functional and the def2-TZVPD basis", "total_energy_ev": -12261.421, "relative_energy_kj_mol": 536.51, "homo_lumo_gap_ha": 0.3337, "lumo_ev": -1.22, "molar_mass_g_mol": 114.1, "homo_energy_ev": -10.3, "smiles": "O=Cn1ncc(=O)o1", "species": ["O", "C", "N", "N", "C", "C", "O", "O", "H", "H"], "coordinates": [[-2.861, -0.064, -0.322], [-1.870, -0.655, 0.007], [-0.687, -0.033, 0.725], [-0.170, 1.247, 0.400], [1.108, 1.101, -0.236], [1.613, -0.260, -0.047], [2.652, -0.772, -0.100], [0.319, -0.995, 0.339], [-1.873, -1.616, -0.354], [1.769, 2.045, -0.413]], "lowdin_charge": [0.099, -0.175, -0.065, 0.126, 0.031, -0.404, 0.179, -0.055, 0.112, 0.152]}

***

{"formula": "C7H11NO7P2", "method": "the ωB97M-V functional and the def2-TZVPD basis", "total_energy_ev": -41841.133, "relative_energy_kj_mol": 209.78, "homo_lumo_gap_ha": 0.3548, "lumo_ev": 0.44, "molar_mass_g_mol": 283.1, "homo_energy_ev": -9.2, "species": ["O", "O", "O", "O", "O", "O", "O", "C", "C", "C", "C", "C", "C", "N", "C", "P", "P", "H", "H", "H", "H", "H", "H", "H", "H", "H", "H", "H"], "coordinates": [[-0.605, -2.639, -2.214], [-1.475, 0.064, -2.622], [2.083, 3.457, 2.380], [1.429, -2.672, -0.869], [1.092, -0.963, -2.700], [-2.928, -1.592, -1.490], [-2.800, 0.846, -0.829], [2.139, 1.464, 1.204], [0.043, 2.262, 2.044], [1.493, 0.428, 0.481], [-0.620, 1.303, 1.329], [1.419, 2.380, 1.896], [0.062, 0.358, 0.464], [-0.801, -1.669, 1.131], [-0.562, -0.852, -0.128], [0.332, -1.777, -1.551], [-1.934, -0.435, -1.288], [2.818, 3.208, 2.969], [2.071, -2.929, -1.550], [0.246, -0.567, -3.050], [-2.368, -2.317, -1.796], [-3.298, 1.046, -1.621], [3.146, 1.610, 1.038], [-0.499, 2.890, 2.764], [2.111, -0.289, -0.009], [-1.644, 1.413, 1.288], [-0.101, -1.389, 1.878], [-0.848, -2.640, 0.851]], "lowdin_charge": [-0.251, -0.282, 0.045, -0.100, -0.111, -0.081, -0.109, -0.006, 0.003, 0.005, -0.014, -0.352, -0.221, 0.071, -0.447, 0.394, 0.447, 0.124, 0.104, 0.062, 0.052, 0.077, 0.096, 0.133, 0.089, 0.080, 0.123, 0.070]}

***

{"formula": "C31H38N5NiO3P2", "method": "the ωB97M-V functional and the def2-TZVPD basis", "s2": 2.0084, "total_energy_ev": -105969.231, "relative_energy_kj_mol": 169.60, "homo_lumo_gap_ha": [0.2289, 0.2414], "lumo_ev": [-2.88, -2.90], "multiplicity": 3, "total_charge": 1, "molar_mass_g_mol": 649.3, "homo_energy_ev": [-9.1, -9.5], "species": ["Ni", "C", "C", "N", "C", "C", "N", "C", "C", "N", "H", "H", "H", "H", "H", "H", "H", "H", "H", "H", "H", "H", "H", "H", "H", "C", "N", "P", "C", "C", "C", "C", "C", "C", "C", "C", "C", "C", "C", "C", "P", "C", "C", "C", "C", "C", "C", "C", "C", "C", "C", "C", "C", "H", "H", "H", "H", "H", "H", "H", "H", "H", "H", "H", "H", "H", "H", "H", "H", "H", "H", "H", "H", "H", "H", "H", "O", "N", "O", "O"], "coordinates": [[1.030, 0.043, 0.533], [3.764, 0.367, 1.833], [2.868, -0.256, 2.892], [1.461, 0.113, 2.700], [1.039, 1.450, 3.141], [1.441, 2.555, 2.169], [1.281, 2.151, 0.757], [2.415, 2.559, -0.102], [3.438, 1.424, -0.356], [3.173, 0.249, 0.485], [4.752, -0.097, 1.872], [3.918, 1.425, 2.040], [3.231, 0.020, 3.888], [2.920, -1.344, 2.813], [0.896, -0.554, 3.213], [1.426, 1.688, 4.139], [-0.049, 1.414, 3.221], [2.479, 2.837, 2.331], [0.849, 3.447, 2.389], [0.424, 2.529, 0.361], [2.905, 3.434, 0.330], [2.022, 2.868, -1.066], [4.456, 1.792, -0.201], [3.361, 1.106, -1.394], [3.540, -0.574, 0.021], [-0.642, 3.007, -1.969], [-0.702, 1.612, -1.632], [0.331, 0.407, -1.718], [-0.631, -1.032, -2.323], [-1.944, -0.858, -2.746], [-2.676, -1.940, -3.214], [-2.104, -3.202, -3.264], [-0.786, -3.380, -2.863], [-0.054, -2.298, -2.400], [1.565, 0.509, -3.077], [2.691, -0.311, -3.104], [3.583, -0.260, -4.163], [3.363, 0.627, -5.209], [2.246, 1.449, -5.193], [1.350, 1.389, -4.135], [-1.205, -0.759, 1.141], [-1.559, -0.935, 2.921], [-2.389, 0.008, 3.524], [-2.607, -0.030, 4.893], [-2.007, -1.013, 5.668], [-1.192, -1.964, 5.071], [-0.966, -1.926, 3.702], [-2.859, -0.583, 0.473], [-3.763, -1.645, 0.470], [-5.050, -1.440, 0.013], [-5.446, -0.175, -0.411], [-4.554, 0.885, -0.385], [-3.250, 0.683, 0.047], [-1.057, 3.233, -2.961], [0.353, 3.473, -1.961], [-1.255, 3.589, -1.266], [-2.372, 0.134, -2.698], [-3.698, -1.795, -3.541], [-2.677, -4.045, -3.627], [-0.328, -4.359, -2.919], [0.982, -2.444, -2.112], [2.870, -1.012, -2.292], [4.447, -0.911, -4.176], [4.060, 0.673, -6.035], [2.067, 2.133, -6.012], [0.466, 2.011, -4.141], [-2.882, 0.763, 2.923], [-3.260, 0.700, 5.352], [-2.186, -1.046, 6.734], [-0.741, -2.746, 5.667], [-0.346, -2.693, 3.250], [-3.460, -2.629, 0.805], [-5.750, -2.265, -0.009], [-6.457, -0.020, -0.765], [-4.862, 1.864, -0.725], [-2.525, 1.485, -0.007], [0.328, -4.081, 0.399], [0.271, -2.914, 0.578], [-0.981, -2.433, 0.823], [1.214, -2.130, 0.596]], "lowdin_spin": [1.569, 0.005, 0.003, 0.041, 0.002, 0.004, 0.052, 0.003, 0.003, 0.054, 0.001, 0.000, 0.001, 0.000, 0.000, 0.001, 0.000, 0.000, 0.001, 0.000, 0.001, 0.000, 0.001, 0.000, 0.001, 0.003, 0.031, 0.066, 0.013, 0.005, 0.000, 0.003, 0.000, 0.005, 0.016, 0.004, 0.000, 0.002, 0.000, 0.004, 0.036, 0.007, 0.003, 0.000, 0.003, 0.000, 0.003, 0.007, 0.002, 0.000, 0.000, 0.000, 0.001, 0.002, 0.000, 0.000, 0.000, 0.000, 0.000, 0.000, 0.001, 0.001, 0.000, 0.000, 0.000, 0.000, 0.000, 0.000, 0.000, 0.000, 0.000, 0.000, 0.000, 0.000, 0.000, 0.001, 0.005, 0.003, 0.001, 0.028]}